C41H44N8OPSeSi2TeZr | ωB97M-V/def2-TZVPD

Structure (ORCA input):
```
! wB97M-V def2-TZVPD RIJCOSX def2/J DEFGRID3
* xyz 3 1
Zr 0.51248 -0.38699 0.90348
Se 0.67242 3.65006 7.72081
N 1.84214 2.58904 6.91942
C 1.27365 2.15488 5.82284
C 1.92827 1.25208 4.88582
C 3.23274 0.77810 5.07097
C 3.77788 -0.06081 4.12597
C 3.02137 -0.40852 3.00929
N 1.77363 0.02943 2.82106
C 1.22897 0.85040 3.75110
C -0.12983 1.32064 3.50235
N -0.73912 0.88883 2.36974
C -1.98366 1.29546 2.10140
C -2.68486 2.15409 2.93904
C -2.07032 2.60979 4.08729
C -0.76871 2.19083 4.38427
C -0.05123 2.61824 5.57549
N -0.56133 3.42760 6.47002
H 3.78608 1.08425 5.94986
H 4.78355 -0.44494 4.22244
H 3.44168 -1.04032 2.23808
H -2.42763 0.93674 1.17892
H -3.69081 2.45366 2.68162
H -2.57261 3.28476 4.76936
N -0.20431 -2.02249 2.49491
C -0.79065 -3.33575 2.17565
C -1.21866 -4.15480 3.20971
C -1.78623 -5.38199 2.90531
C -1.92799 -5.78263 1.58148
C -1.49509 -4.95938 0.55829
C -0.91384 -3.72346 0.85319
P -0.28538 -2.64279 -0.43805
C -1.54876 -2.59213 -1.71842
C -2.72479 -1.90242 -1.40769
C -3.77106 -1.86537 -2.31035
C -3.64298 -2.51108 -3.53710
C -2.48270 -3.20368 -3.84468
C -1.43217 -3.25526 -2.93524
C 1.22587 -3.40000 -1.07476
C 1.90468 -4.36984 -0.33838
C 3.09684 -4.89258 -0.81856
C 3.60920 -4.45601 -2.03251
C 2.93643 -3.48888 -2.77139
C 1.75424 -2.95108 -2.29013
H -0.88778 -1.51455 3.06207
H 0.57969 -2.17322 3.13426
H -1.11767 -3.84316 4.24286
H -2.12353 -6.02636 3.70595
H -2.37565 -6.73949 1.34974
H -1.60743 -5.27330 -0.47274
H -2.83807 -1.42512 -0.43539
H -4.69057 -1.35363 -2.06084
H -4.46012 -2.48723 -4.24609
H -2.39482 -3.72059 -4.79075
H -0.54210 -3.81811 -3.18024
H 1.49680 -4.74126 0.59289
H 3.61614 -5.65631 -0.25586
H 4.52922 -4.88073 -2.41224
H 3.32944 -3.16184 -3.72557
H 1.23682 -2.19459 -2.87046
C -2.49130 4.33192 -3.31589
Si -2.93030 2.52398 -3.20533
C -4.76746 2.23827 -3.06115
C -2.20691 1.54869 -4.62330
C -2.18503 1.85932 -1.54275
Te -0.41720 0.69771 -1.78190
C 0.90567 2.28156 -2.29487
Si 1.51296 3.54280 -1.00379
C 1.26298 2.72345 0.68404
C 0.48302 5.08894 -1.09446
C 3.32198 3.83853 -1.30765
H -2.94731 4.77858 -4.20188
H -1.41380 4.49506 -3.39385
H -2.85564 4.88850 -2.44946
H -5.25985 2.46864 -4.00843
H -5.22650 2.86782 -2.29649
H -4.98980 1.19621 -2.82214
H -2.65942 1.91303 -5.54927
H -2.43574 0.48242 -4.54593
H -1.12577 1.65619 -4.74127
H -2.91811 1.19961 -1.07081
H -1.93835 2.66668 -0.84861
H 0.36759 2.78525 -3.10277
H 1.74782 1.76577 -2.75975
H 0.19622 2.54574 0.83652
H 1.62430 3.33270 1.51544
H 1.84616 1.79151 0.71110
H -0.57941 4.89164 -0.93044
H 0.58242 5.56594 -2.07181
H 0.80839 5.81931 -0.35055
H 3.90800 2.92460 -1.17773
H 3.71958 4.59097 -0.62371
H 3.49990 4.20120 -2.32221
O 2.38246 -0.48591 0.24853
N 2.60846 -0.31298 -1.09235
C 3.85764 -0.36733 -1.37299
C 4.21536 -0.20591 -2.74828
N 4.45722 -0.07346 -3.86214
C 4.84271 -0.60430 -0.35403
N 5.54931 -0.77878 0.53290
*
```

Output
HOMO	-16.30	eV
E	-156142.618	eV
energy above the lowest of the compared OMol25 structures with the same formula, charge and spin	0.370	eV

---

C41H45CdNP2 | ωB97M-V/def2-TZVPD

Structure (ORCA input):
```
! wB97M-V def2-TZVPD RIJCOSX def2/J DEFGRID3
* xyz 0 1
Cd 2.64753 -4.37418 2.05904
C 5.28395 -0.34172 3.39682
C 4.09012 0.17791 3.09279
C 3.75471 1.26341 2.10766
C 3.53614 0.85636 0.62432
C 4.46265 -0.17465 0.04105
C 5.74195 -0.33447 0.36630
C 6.51502 0.53354 1.32039
C 6.60156 -0.04275 2.75197
C 2.75228 -4.65495 -0.03627
H 5.36266 -1.02231 4.26413
H 3.20906 -0.19458 3.64332
H 4.46871 2.09682 2.15589
H 2.78851 1.68251 2.44017
H 2.50594 0.48501 0.51086
H 3.58316 1.79152 0.04014
H 4.01371 -0.77051 -0.76536
H 6.35361 -1.09168 -0.15376
H 6.10859 1.55025 1.35947
H 7.54864 0.62072 0.94520
H 7.17842 -0.98213 2.72481
H 7.19910 0.66586 3.35488
H 3.19798 -5.63037 -0.26980
H 3.32887 -3.87775 -0.54817
H 1.73474 -4.63811 -0.44696
P -4.60186 1.43778 -0.33664
P -3.79471 0.75454 -3.23842
C -4.01286 2.78714 -1.40361
C -3.73988 2.49102 -2.70324
C -6.02514 2.25854 0.50502
C -6.17407 3.64837 0.62237
C -7.23333 4.17980 1.36790
C -8.17101 3.32539 1.96007
C -8.06589 1.93685 1.79083
C -7.00828 1.40566 1.05148
C -3.28205 1.42985 0.93925
C -2.03296 0.90649 0.55419
C -0.96529 0.94019 1.44801
C -1.13284 1.48815 2.72616
C -2.38464 1.97192 3.11519
C -3.46514 1.92792 2.23353
C -4.72617 1.04673 -4.83279
C -6.09152 1.38421 -4.72513
C -6.80583 1.78961 -5.85380
C -6.17062 1.82949 -7.10348
C -4.83698 1.42292 -7.22806
C -4.12372 1.00636 -6.09807
C -2.08008 0.53922 -3.84253
C -1.67507 -0.78191 -4.11934
C -0.43903 -1.01371 -4.71803
C 0.41371 0.05775 -5.00985
C 0.04298 1.35792 -4.65657
C -1.18877 1.59887 -4.04231
H -3.87562 3.78324 -0.96553
H -3.53054 3.25117 -3.46730
H -5.46697 4.32084 0.14076
H -7.32163 5.26320 1.48189
H -8.99035 3.74106 2.54923
H -8.80634 1.26835 2.23753
H -6.92588 0.32796 0.89791
H -1.90350 0.48844 -0.44651
H 0.00294 0.53889 1.15024
H -0.28890 1.53490 3.41499
H -2.52702 2.38762 4.11095
H -4.44354 2.29317 2.54447
H -6.57923 1.36038 -3.74824
H -7.85488 2.08142 -5.75937
H -6.71831 2.17456 -7.98067
H -4.34338 1.43183 -8.20227
H -3.08704 0.68162 -6.20216
H -2.34608 -1.60903 -3.88146
H -0.14458 -2.03356 -4.96498
H 1.36856 -0.12383 -5.50461
H 0.71100 2.19392 -4.85929
H -1.45860 2.60909 -3.74114
C 6.46743 -3.72404 1.62384
C 5.93618 -4.22661 2.90476
C 6.70598 -4.77506 3.96442
C 5.83515 -4.94157 5.05477
C 4.56020 -4.48980 4.62576
C 3.35438 -4.33513 5.45854
N 4.61170 -4.15648 3.29234
H 7.43565 -3.22741 1.80551
H 5.79488 -2.99377 1.15139
H 6.65364 -4.55998 0.93172
H 7.76572 -5.01208 3.89591
H 6.05343 -5.34851 6.03902
H 2.83717 -5.30173 5.56645
H 3.66080 -4.00324 6.46446
H 2.66104 -3.59063 5.03564
*
```

Output
HOMO	-6.47	eV
E	-67874.585	eV

---

C41H45F5Ge2OS4SbSe2Tc | ωB97M-V/def2-TZVPD

Structure (ORCA input):
```
! wB97M-V def2-TZVPD RIJCOSX def2/J DEFGRID3
* xyz -2 3
Tc 0.14725 0.24202 0.12905
O -2.41913 -6.04909 -2.82279
C -1.98898 -4.95768 -2.52462
S -1.38822 -3.78634 -3.69745
C -0.93222 -2.51055 -2.55743
C -1.16781 -2.74865 -1.25461
S -0.90009 -1.89105 0.25543
S -1.89953 -4.32200 -0.89318
S -0.20931 -1.18463 -3.45964
C 0.32232 -0.08003 2.16163
C 0.40719 -0.29079 3.36176
C 0.39480 -0.52948 4.76259
C 1.57065 -0.77316 5.48353
C 1.53276 -0.99484 6.85027
C 0.32486 -0.97603 7.53397
C -0.84815 -0.73037 6.83065
C -0.81901 -0.50915 5.46517
H 2.51459 -0.78008 4.95357
H 2.45799 -1.18344 7.38323
H 0.29750 -1.14768 8.60349
H -1.80030 -0.70501 7.34823
H -1.73202 -0.30715 4.91991
Se -0.23942 0.72031 -2.27542
F 4.57535 5.51406 -3.38095
C 3.91146 4.77276 -2.48072
C 2.55564 4.54279 -2.62128
F 1.90293 5.07000 -3.66525
C 1.88039 3.77596 -1.68525
F 0.58360 3.61108 -1.88994
C 2.50882 3.21069 -0.58448
Se 1.69017 2.13898 0.80533
C 3.87108 3.47747 -0.47271
F 4.58076 2.98331 0.55627
C 4.57277 4.23490 -1.39084
F 5.89219 4.44500 -1.24319
C 4.72643 -3.66085 -1.15963
C 3.26649 -3.24960 -1.07580
C 2.55940 -3.50580 -2.40454
Sb 2.76415 -1.26208 -0.34205
C 4.27895 0.07007 -1.14295
C 3.75515 0.66904 -2.44801
C 5.70090 -0.43349 -1.33104
C 3.44148 -1.43577 1.70893
C 4.93288 -1.47088 2.00135
C 2.72321 -2.62401 2.34434
H 4.80083 -4.74274 -1.32151
H 5.29646 -3.41715 -0.26205
H 5.22073 -3.17754 -2.00395
H 2.77470 -3.87146 -0.31934
H 2.97771 -2.88108 -3.19972
H 1.49466 -3.28120 -2.35171
H 2.67430 -4.55034 -2.71429
H 4.27276 0.85096 -0.37511
H 3.72845 -0.08816 -3.23909
H 4.40502 1.48131 -2.79516
H 2.74098 1.05271 -2.34440
H 5.76159 -1.12306 -2.17614
H 6.09878 -0.94927 -0.45610
H 6.36765 0.40675 -1.55771
H 3.02599 -0.51589 2.13233
H 5.40940 -2.37387 1.60777
H 5.09943 -1.47553 3.08558
H 5.45971 -0.60530 1.59577
H 3.08335 -3.56926 1.92369
H 1.64251 -2.57124 2.19982
H 2.91520 -2.66577 3.42143
C -4.44900 -1.08555 1.24145
Ge -3.94992 0.41780 0.06624
C -3.85552 -0.28470 -1.76340
C -5.50357 1.65634 0.09650
Ge -1.90496 1.56061 0.74733
C -2.00724 3.34388 -0.12723
C -2.59056 3.50038 -1.38180
C -2.65111 4.73970 -2.00665
C -2.12527 5.85903 -1.38249
C -1.54015 5.72475 -0.12955
C -1.48678 4.48255 0.48718
C -2.15083 2.06270 2.65738
C -3.38705 1.94709 3.28548
C -3.57996 2.34626 4.60479
C -2.52642 2.88466 5.32619
C -1.28367 3.00987 4.71758
C -1.10148 2.59687 3.40709
H -5.45165 -1.42851 0.97425
H -4.44509 -0.80045 2.29292
H -3.74157 -1.90412 1.10774
H -4.81405 -0.74615 -2.01895
H -3.07122 -1.03502 -1.83906
H -3.63154 0.49537 -2.49004
H -6.36665 1.16491 -0.36107
H -5.28841 2.56764 -0.46174
H -5.77304 1.94223 1.11425
H -2.98222 2.63439 -1.90533
H -3.09974 4.82460 -2.99017
H -2.15966 6.82669 -1.87054
H -1.11760 6.59036 0.36950
H -1.01837 4.40696 1.46053
H -4.23421 1.53901 2.74440
H -4.55739 2.23750 5.06235
H -2.66452 3.19045 6.35726
H -0.44395 3.41074 5.27366
H -0.11549 2.67401 2.96334
*
```

Output
HOMO (spin up / spin down)	-1.98 / -2.09	eV
expectation value of S²	2.030
E	-354686.070	eV
energy above the lowest of the compared OMol25 structures with the same formula, charge and spin	0.126	eV

---

C41H45N8O5S3TeW | ωB97M-V/def2-TZVPD

Structure (ORCA input):
```
! wB97M-V def2-TZVPD RIJCOSX def2/J DEFGRID3
* xyz 0 2
W 0.50968 0.28250 0.15698
S -1.25817 -1.05923 -1.31862
C -0.80408 0.22649 -2.34236
N 0.08639 1.03783 -1.84910
C 0.39662 2.10546 -2.67763
C 1.28139 3.14103 -2.39727
C 1.44212 4.12282 -3.35251
C 0.74488 4.07439 -4.56755
C -0.13566 3.04754 -4.84684
C -0.31277 2.06043 -3.88038
S -1.36867 0.66730 -3.91021
H 1.81103 3.15768 -1.45424
H 2.11554 4.94643 -3.15548
H 0.88978 4.85986 -5.29721
H -0.67681 3.01574 -5.78277
N 1.48459 8.12981 -1.04517
C 1.48582 7.01525 -0.22672
C 0.39279 6.73631 0.59853
C 0.36744 5.59176 1.37094
C 1.43470 4.70189 1.32597
C 2.53281 4.97291 0.51504
C 2.56397 6.12703 -0.24346
S 1.37526 3.14655 2.14062
O 0.74606 3.28773 3.41795
O 2.68385 2.58215 2.04293
N 0.39975 2.24075 1.14642
C -0.94821 2.36561 1.15117
N -1.45248 1.45808 0.28732
C -2.75898 1.45339 0.05812
C -3.59468 2.33663 0.70921
C -2.98861 3.19265 1.62230
N -1.68501 3.23317 1.84844
H 0.81220 8.84961 -0.84802
H 2.37172 8.46007 -1.38170
H -0.44326 7.42541 0.62644
H -0.47248 5.37976 2.01713
H 3.35534 4.27058 0.49198
H 3.42345 6.34029 -0.86883
H -3.12451 0.73144 -0.66044
H -4.65692 2.34786 0.52386
H -3.58862 3.88598 2.20375
C -0.96121 -1.79340 3.89836
C -0.17954 -1.12409 2.81359
N -0.69093 -0.72722 1.64425
O -2.07770 -0.87313 1.59969
C 1.19420 -0.88439 2.89188
C 2.13852 -1.46924 3.88414
N 1.60322 -0.10477 1.90777
O 2.93126 -0.22776 1.55776
H -2.02835 -1.69785 3.72999
H -0.71650 -1.35043 4.86333
H -0.71881 -2.85779 3.94642
H -2.25002 -1.33995 0.77206
H 1.66076 -2.26416 4.45178
H 2.49781 -0.70523 4.57656
H 3.00778 -1.86801 3.36253
C 4.26436 -0.60856 -0.32331
C 2.85979 -0.29894 0.10646
O 2.31879 0.91230 -0.34853
N 1.76531 -1.26974 -0.18905
Te 1.87864 -1.81464 -2.55315
C 2.63096 -2.18281 -4.54746
C 2.29587 -3.36473 -5.22342
C 1.44650 -4.45185 -4.62018
C 2.76418 -3.55588 -6.52271
C 3.53865 -2.60829 -7.17384
C 4.05089 -2.84287 -8.57013
C 3.82733 -1.43019 -6.50164
C 3.38442 -1.19761 -5.20310
C 3.78067 0.11361 -4.56496
C 2.79102 -3.58171 -1.84296
C 4.13888 -3.86172 -2.07236
C 5.06201 -3.00895 -2.90395
C 4.69466 -5.00850 -1.49756
C 3.96328 -5.86176 -0.69286
C 4.58880 -7.07814 -0.06575
C 2.62326 -5.56012 -0.47601
C 2.02119 -4.44520 -1.04166
C 0.55399 -4.22569 -0.78714
H 4.94926 -0.01191 0.28021
H 4.39756 -0.34845 -1.36981
H 4.46562 -1.66851 -0.17401
H 0.60523 -4.03797 -4.06220
H 2.02108 -5.06653 -3.92450
H 1.05452 -5.10142 -5.40292
H 2.50537 -4.47343 -7.04165
H 3.61823 -3.74468 -9.00234
H 5.13663 -2.95865 -8.57346
H 3.81137 -2.00383 -9.22524
H 4.41948 -0.66647 -6.99805
H 3.63543 0.93927 -5.26379
H 4.84004 0.10381 -4.29214
H 3.21302 0.33676 -3.66324
H 4.72427 -1.97755 -2.97192
H 5.13101 -3.39067 -3.92557
H 6.06290 -3.01800 -2.47036
H 5.74228 -5.22241 -1.68456
H 5.63955 -7.16728 -0.33910
H 4.07774 -7.98930 -0.38203
H 4.52523 -7.03231 1.02306
H 2.02591 -6.21603 0.14964
H 0.11716 -5.10725 -0.31647
H 0.01519 -4.02600 -1.71433
H 0.39856 -3.36701 -0.13065
*
```

Output
HOMO (spin up / spin down)	-6.57 / -6.93	eV
expectation value of S²	1.015
E	-107028.636	eV
energy above the lowest of the compared OMol25 structures with the same formula, charge and spin	0.972	eV

---

C41H46BrF4NO3PSScSi | ωB97M-V/def2-TZVPD

Structure (ORCA input):
```
! wB97M-V def2-TZVPD RIJCOSX def2/J DEFGRID3
* xyz 0 1
Sc 0.23005 1.21618 0.88270
F -3.96201 -3.43037 6.59160
C -3.50220 -3.01313 5.41770
C -4.06250 -3.48573 4.24609
F -5.05808 -4.36708 4.29379
C -3.56971 -3.04151 3.03112
F -4.12263 -3.56543 1.93490
C -2.53935 -2.11685 2.93312
P -1.90698 -1.46994 1.31806
C -1.21760 -3.00252 0.60857
C -0.37787 -3.79258 1.39330
C 0.29775 -4.87034 0.84349
C 0.14224 -5.18037 -0.50054
C -0.68603 -4.39692 -1.29054
C -1.35106 -3.30852 -0.74345
C -3.41534 -1.08453 0.36024
C -4.20733 -1.97432 -0.36472
C -5.29226 -1.51098 -1.09082
C -5.61028 -0.15882 -1.09279
C -4.83715 0.73346 -0.36735
C -3.74073 0.27227 0.34746
C -1.97013 -1.67872 4.13427
Br -0.47676 -0.53050 4.15748
C -2.44823 -2.11704 5.35761
F -1.90755 -1.70488 6.50231
H -0.23801 -3.56029 2.44306
H 0.94710 -5.46902 1.46817
H 0.66140 -6.02765 -0.92793
H -0.81669 -4.63310 -2.33950
H -1.98067 -2.69428 -1.37233
H -3.98308 -3.03095 -0.35922
H -5.89859 -2.20967 -1.65211
H -6.46046 0.19568 -1.66092
H -5.07487 1.78926 -0.36711
H -3.11319 0.96980 0.89289
C -2.32970 2.79743 3.02593
C -1.23276 2.20818 2.19782
O -0.06558 2.62393 2.39798
H -2.82151 3.55056 2.40166
H -1.94656 3.28226 3.92589
H -3.08047 2.04636 3.27433
C 3.32888 5.65418 0.63877
C 2.13818 6.02451 0.02413
C 1.23421 5.06998 -0.40732
C 1.50490 3.70439 -0.24719
C 2.71340 3.34369 0.35682
C 3.60567 4.30594 0.80479
N 0.58160 2.70386 -0.58993
C -0.17180 2.86733 -1.74734
C -1.48833 2.38805 -1.80862
C -2.23240 2.45772 -2.97571
C -1.69993 3.03712 -4.11957
C -0.40246 3.53446 -4.07166
C 0.35383 3.44356 -2.91635
H 4.02672 6.40650 0.98134
H 1.90378 7.07362 -0.10794
H 0.30122 5.37429 -0.86458
H 2.94359 2.28841 0.46666
H 4.53013 3.99544 1.27635
H -1.93820 1.96549 -0.91673
H -3.24621 2.07398 -2.97809
H -2.28605 3.11141 -5.02582
H 0.03292 3.98969 -4.95280
H 1.36761 3.82242 -2.90226
C 0.91881 0.33459 -5.20195
C 0.67317 -1.03548 -4.58301
C -0.09589 -0.97182 -3.26795
S 0.85332 -0.20152 -1.94932
O -0.14563 -0.13571 -0.78991
C 1.94209 -1.54017 -1.41174
C 3.24440 -1.68478 -2.19264
C 3.93152 -0.35433 -2.48379
H 1.47375 0.24342 -6.13530
H 1.48361 0.98435 -4.53177
H -0.02483 0.83964 -5.40986
H 1.61839 -1.56438 -4.44026
H 0.08917 -1.65399 -5.26847
H -0.40677 -1.95270 -2.91151
H -0.97058 -0.32176 -3.35361
H 1.35422 -2.45856 -1.36835
H 2.14605 -1.21650 -0.38578
H 3.08142 -2.23620 -3.12112
H 3.90018 -2.31462 -1.58549
H 3.39210 0.22048 -3.23804
H 4.94450 -0.51581 -2.85066
H 3.98954 0.26235 -1.58542
C 2.90249 -2.07463 2.75007
Si 3.05838 -0.22766 2.42837
C 4.68844 0.04533 1.53340
C 3.08726 0.71453 4.04701
O 1.81381 0.26871 1.50733
H 3.74637 -2.45619 3.32738
H 2.86712 -2.62600 1.80692
H 1.98787 -2.30165 3.30005
H 5.53013 -0.24124 2.16682
H 4.83133 1.08830 1.24548
H 4.74103 -0.56351 0.62817
H 3.98580 0.49123 4.62530
H 2.22732 0.47155 4.67346
H 3.06422 1.78934 3.85704
*
```

Output
HOMO	-6.84	eV
E	-180515.532	eV
energy above the lowest of the compared OMol25 structures with the same formula, charge and spin	0.000	eV